Entry 1:
Formula: C53H57BrFKN8O4PS
Source: OMol25
Level of theory: ωB97M-V/def2-TZVPD

Last column: Löwdin charge in e.
CARTESIAN COORDINATES (ANGSTROEM)
K 0.58475 0.83454 0.96413  0.562
C 1.13134 4.91621 -0.14275  -0.184
C 0.95892 4.19075 -1.47734  -0.108
C -0.47846 3.87118 -1.83114  -0.267
C -0.82355 3.60086 -3.15376  -0.049
C -2.12441 3.25189 -3.45927  -0.076
C -3.05615 3.20761 -2.43174  -0.095
C -2.62624 3.50073 -1.14992  -0.137
N -1.37067 3.82623 -0.84728  0.127
N 1.76958 4.08884 0.87242  -0.155
C 3.19968 4.01499 0.66409  -0.179
C 3.92085 2.93028 1.44070  -0.326
C 5.31135 2.94625 1.48013  -0.050
C 5.97066 1.90135 2.10383  -0.080
C 5.22161 0.89044 2.68401  -0.055
C 3.83834 0.97213 2.62524  -0.096
N 3.19998 1.97231 2.01087  0.104
C 1.46105 4.56409 2.21197  -0.136
C -0.00609 4.43531 2.53961  -0.275
C -0.72364 5.50426 3.06073  -0.032
C -2.06479 5.32727 3.36683  -0.078
C -2.63728 4.08787 3.13584  -0.066
C -1.83872 3.08062 2.60581  -0.119
N -0.55295 3.24517 2.31055  0.128
H 0.13914 5.17805 0.22274  0.101
H 1.69394 5.85763 -0.28516  0.122
H 1.48991 3.23247 -1.43839  0.060
H 1.40462 4.75348 -2.30137  0.114
H -0.07686 3.65671 -3.93549  0.086
H -2.39086 3.00557 -4.47875  0.110
H -4.08729 2.93830 -2.61589  0.098
H -3.31961 3.47175 -0.31467  0.103
H 3.68116 4.98773 0.88949  0.127
H 3.38760 3.82867 -0.39871  0.080
H 5.85935 3.75653 1.01374  0.107
H 7.05343 1.87699 2.13528  0.099
H 5.68993 0.04967 3.17729  0.101
H 3.19104 0.23275 3.08611  0.095
H 1.77829 5.61494 2.35006  0.123
H 2.01633 3.94981 2.92240  0.125
H -0.23417 6.45764 3.21473  0.104
H -2.65017 6.14331 3.77240  0.099
H -3.67853 3.89625 3.35788  0.097
H -2.23719 2.09043 2.41574  0.089
C -1.44485 -4.81974 6.15101  -0.049
C -2.38488 -4.69066 4.96062  -0.312
C -3.82664 -4.89762 5.40381  -0.157
C -4.77162 -4.79328 4.22135  -0.137
C -4.57466 -3.47919 3.51948  -0.141
C -5.60471 -2.88738 2.82376  0.038
C -5.39457 -1.68166 2.16784  -0.263
F -6.43535 -1.12827 1.49947  0.044
C -4.18203 -1.05889 2.17685  0.049
C -3.11650 -1.64467 2.87046  -0.035
C -1.78614 -0.98030 2.79391  -0.307
O -1.65984 -0.00767 2.04501  -0.083
C -0.76467 -1.59133 3.60518  -0.008
C -1.06685 -2.73809 4.26688  0.017
N -2.25848 -3.38370 4.28610  0.021
C -3.31755 -2.84241 3.56537  -0.076
C 0.69157 -1.09415 3.80010  -0.646
O 1.38965 -1.80370 4.54622  -0.036
O 1.00872 -0.05177 3.19148  -0.153
H -1.69757 -5.73419 6.68923  0.080
H -1.56345 -3.97352 6.82967  0.098
H -0.39773 -4.88614 5.86499  0.080
H -2.13654 -5.47189 4.23101  0.156
H -4.07540 -4.14594 6.15945  0.133
H -3.90627 -5.87873 5.87464  0.117
H -5.81181 -4.89647 4.53446  0.116
H -4.56701 -5.61356 3.52500  0.127
H -6.58084 -3.35466 2.78078  0.126
H -4.01240 -0.12631 1.65647  0.126
H -0.25183 -3.16545 4.83240  0.116
Br 3.41604 1.25641 -1.40633  0.897
C 4.00585 -0.53460 -1.72173  -0.585
C 5.17848 -0.67729 -2.40693  -0.170
C 5.64396 -1.97598 -2.70613  -0.106
C 4.92757 -3.06111 -2.29451  -0.059
C 3.72259 -2.91192 -1.56059  -0.185
C 3.01883 -4.04662 -1.09674  -0.076
C 1.88910 -3.87025 -0.34825  -0.109
C 1.40491 -2.57006 -0.07824  -0.188
C 1.98615 -1.39280 -0.52529  -0.122
C 3.20178 -1.61395 -1.25479  -0.263
H 5.74097 0.19473 -2.71355  0.084
H 6.57013 -2.09808 -3.25471  0.092
H 5.27921 -4.06487 -2.51044  0.102
H 3.40317 -5.03554 -1.32274  0.095
H 1.35969 -4.73564 0.04166  0.091
H 0.50966 -2.52314 0.54557  0.062
C -2.61662 -2.21623 -4.16372  -0.205
N -1.43207 -2.63929 -3.42813  -0.144
C -1.85494 -3.36020 -2.23028  -0.190
N -2.78254 -2.61314 -1.38123  -0.140
C -3.91786 -2.18620 -2.18879  -0.207
N -3.55874 -1.41796 -3.38025  -0.153
C -2.96961 -0.12209 -3.01570  -0.341
P -1.41634 -0.23035 -1.98118  1.047
C -0.59186 -1.48529 -3.08327  -0.332
C -2.11366 -1.45839 -0.76999  -0.332
H -3.14344 -3.11269 -4.50516  0.118
H -2.30403 -1.63829 -5.03644  0.125
H -0.97028 -3.62051 -1.64609  0.118
H -2.35503 -4.28020 -2.54871  0.120
H -4.58849 -1.58740 -1.56691  0.121
H -4.45541 -3.08045 -2.51911  0.119
H -3.71935 0.45976 -2.47137  0.070
H -2.73554 0.42905 -3.93139  0.076
H 0.32250 -1.82395 -2.59152  0.072
H -0.32017 -0.97959 -4.01305  0.043
H -2.81745 -0.93950 -0.11919  0.059
H -1.30187 -1.81232 -0.13380  0.062
O 0.21018 1.36713 -5.42459  -0.551
S 1.21598 1.26297 -4.31221  0.845
C 2.52990 2.47770 -4.72695  -0.326
C 3.74019 1.72824 -5.28861  -0.231
C 3.22093 0.40397 -5.84586  -0.228
C 2.29642 -0.12232 -4.76067  -0.315
H 2.76216 3.06087 -3.83708  0.050
H 2.04449 3.11280 -5.46916  0.089
H 4.44216 1.52368 -4.47724  0.086
H 4.25872 2.32524 -6.04097  0.108
H 4.02904 -0.29939 -6.05353  0.112
H 2.65946 0.56724 -6.76860  0.110
H 2.85288 -0.40589 -3.86720  0.062
H 1.64726 -0.94480 -5.05431  0.091

## Properties
Charge: -1
HOMO energy, eV: -3.948
Multiplicity: 1
Kohn-Sham gap, eV: 6.09
Max |F|, eV Å⁻¹: 0.677

Entry 2:
Formula: C53H66BF2N4O9P
Source: OMol25
Level of theory: ωB97M-V/def2-TZVPD

Last column: Löwdin charge in e.
CARTESIAN COORDINATES (ANGSTROEM)
C 1.88015 -0.46657 0.56179  -0.015
C 1.73641 -0.16428 1.87929  -0.102
C 0.41899 0.40441 2.56480  -0.292
C -0.65942 0.00953 1.46917  -0.025
N 0.60087 1.81987 2.71544  -0.113
C 1.80460 2.49804 2.28330  -0.169
C 1.90469 2.84099 0.72823  -0.224
N 0.57876 2.96912 0.08359  0.026
C -0.37880 2.65661 3.36930  -0.125
C -1.66908 2.99727 2.56183  -0.126
O -2.70670 3.35155 3.51959  -0.027
C -3.82439 3.76543 2.86270  -0.515
C -5.15392 2.97797 2.98430  0.021
O -3.83443 4.75302 2.20316  0.098
C 0.22673 -0.53590 3.88121  -0.244
C -1.26153 -0.90080 4.18109  -0.009
C -2.29567 0.19428 4.44488  -0.429
O -2.41508 0.83076 5.39293  0.198
F -3.32072 0.38749 3.50669  0.034
O 0.92659 -1.71656 3.52819  -0.124
C 0.66746 -3.05466 3.80477  -0.455
C 2.02366 -3.82848 3.38508  -0.163
C 2.58230 -3.37735 2.00952  -0.202
C 3.53428 -4.44570 1.35768  -0.179
C 3.76798 -4.04374 -0.12620  -0.262
N 3.03085 -4.97193 -1.03497  -0.011
B 0.56294 -3.61117 5.31439  -0.613
N 0.67215 -5.09408 5.58709  0.118
O 0.32207 -2.80795 6.42024  0.142
P -0.70543 -3.96844 2.88536  1.067
C -0.21609 -5.15834 1.56774  -0.364
C -0.61979 -4.54744 0.15305  -0.152
C -2.09951 -4.53545 3.98096  -0.398
C -3.42186 -4.51180 3.09910  -0.171
C 0.95311 0.09393 5.13968  -0.190
F 0.11544 0.08394 6.28994  -0.032
C 2.31753 -0.48972 5.56221  -0.149
C 3.49575 0.52548 5.24119  -0.088
H 2.69399 -0.01116 -0.03058  0.069
H 1.22599 -1.21826 0.07850  0.070
H 2.65198 -0.26304 2.50404  0.106
H -1.69978 0.19072 1.80655  0.061
H -0.53734 0.62801 0.55837  0.077
H -0.61369 -1.07875 1.23813  0.076
H 2.76905 2.08597 2.66637  0.107
H 1.84524 3.52656 2.71897  0.113
H 2.57575 2.13549 0.19635  0.083
H 2.40493 3.83486 0.60649  0.106
H 0.65722 2.50556 -0.81884  0.057
H 0.32872 3.94050 -0.07171  0.050
H 0.00566 3.66352 3.65176  0.135
H -0.59359 2.24231 4.38739  0.117
H -1.98957 2.26038 1.80768  0.115
H -1.47137 3.94611 2.00864  0.115
H -5.46344 2.87281 4.04268  0.091
H -5.94900 3.54040 2.45812  0.083
H -5.08440 1.99476 2.47128  0.082
H -1.72202 -1.51120 3.37025  0.096
H -1.34264 -1.54418 5.08742  0.130
H 2.75026 -3.58931 4.20236  0.120
H 1.88784 -4.92309 3.37610  0.094
H 3.23056 -2.49322 2.19242  0.111
H 1.73928 -3.14242 1.32951  0.096
H 3.07158 -5.44924 1.44593  0.097
H 4.48788 -4.45432 1.92744  0.111
H 4.83989 -4.08672 -0.41163  0.109
H 3.39583 -3.01730 -0.34791  0.098
H 3.40071 -4.89642 -1.98130  0.051
H 2.08346 -4.59413 -1.09143  0.023
H 1.42263 -5.15276 6.28691  0.080
H -0.16692 -5.42751 6.06466  0.065
H 0.17070 -3.34422 7.21255  0.112
H -0.85544 -6.06896 1.66631  0.080
H 0.82438 -5.52767 1.53318  0.058
H 0.12749 -4.77690 -0.63114  0.044
H -0.86925 -3.47413 0.24122  0.040
H -1.56086 -5.04540 -0.17816  0.068
H -2.31201 -3.88382 4.84896  0.079
H -1.97752 -5.60584 4.26896  0.074
H -3.53933 -5.43288 2.49994  0.065
H -3.47297 -3.58956 2.48129  0.060
H -4.27055 -4.44290 3.81393  0.065
H 1.14582 1.18191 5.01104  0.132
H 2.64865 -1.46951 5.18856  0.100
H 2.32328 -0.55598 6.67323  0.122
H 3.24280 1.56532 5.51556  0.078
H 3.84042 0.39508 4.19802  0.054
H 4.33780 0.19791 5.89477  0.073
O -3.87130 7.29136 -5.49158  0.107
C -2.99613 6.64008 -4.95665  -0.277
C -3.04837 6.34832 -3.50121  -0.084
C -4.12359 6.80800 -2.74566  0.004
C -4.20044 6.50578 -1.39321  -0.039
C -3.20396 5.74312 -0.79077  -0.034
C -2.12427 5.29964 -1.53755  0.011
C -2.03778 5.60308 -2.89015  -0.081
C -0.86551 5.13265 -3.66974  -0.259
O 0.04108 4.52848 -3.12512  0.074
C -0.82209 5.40608 -5.12929  -0.071
C 0.25209 4.94121 -5.88133  -0.048
C 0.28708 5.16191 -7.24910  -0.053
C -0.75175 5.84785 -7.87201  -0.048
C -1.81709 6.32495 -7.12422  0.004
C -1.85429 6.11095 -5.75041  -0.075
H -4.90264 7.39698 -3.21325  0.121
H -5.04006 6.85956 -0.80732  0.112
H -3.26251 5.49094 0.26045  0.078
H -1.34935 4.71016 -1.06431  0.094
H 1.05965 4.40329 -5.39983  0.113
H 1.12267 4.79598 -7.83385  0.115
H -0.72770 6.01155 -8.94259  0.110
H -2.62161 6.86087 -7.61210  0.122
O 1.32504 -2.30426 -3.04656  0.091
C 1.19436 -2.07408 -4.23252  -0.275
C 1.27586 -3.17311 -5.22999  -0.080
C 1.48216 -4.47960 -4.79606  -0.001
C 1.51984 -5.51645 -5.71457  -0.055
C 1.35075 -5.25377 -7.07126  -0.056
C 1.16230 -3.95214 -7.50958  0.000
C 1.12995 -2.90724 -6.59233  -0.082
C 0.94397 -1.51339 -7.07578  -0.277
O 0.87093 -1.27622 -8.26511  0.105
C 0.84164 -0.41802 -6.07633  -0.083
C 0.63069 0.88688 -6.50967  0.015
C 0.50020 1.91166 -5.58491  -0.038
C 0.57951 1.63776 -4.22226  -0.030
C 0.80393 0.34058 -3.78637  0.011
C 0.94086 -0.69081 -4.71090  -0.081
H 1.60875 -4.68980 -3.74130  0.103
H 1.67597 -6.53313 -5.37454  0.109
H 1.36821 -6.06666 -7.78699  0.108
H 1.03605 -3.75085 -8.56599  0.121
H 0.56353 1.10292 -7.56859  0.121
H 0.33162 2.92679 -5.92455  0.056
H 0.46756 2.43937 -3.50094  0.080
H 0.86814 0.13128 -2.72526  0.111

## Properties
HOMO energy, eV: -7.271
Multiplicity: 1
SMILES: C=C[C@](C)(N(CCN)CCOC(C)=O)[C@@](CC(=O)F)(O[C@@](CCCCN)(B(N)O)P(CC)CC)[C@@H](F)CC.O=C1c2ccccc2C(=O)c2ccccc21.O=C1c2ccccc2C(=O)c2ccccc21
Kohn-Sham gap, eV: 6.16
Max |F|, eV Å⁻¹: 3.853

Entry 3:
Formula: C53H68N5
Source: OMol25
Level of theory: ωB97M-V/def2-TZVPD

Last column: Löwdin charge in e.
CARTESIAN COORDINATES (ANGSTROEM)
C 2.56550 -4.13805 -2.17329  -0.061
C 1.89344 -3.33451 -3.27715  -0.382
C 1.67636 -4.15052 -4.54759  -0.058
C 2.64384 -2.03080 -3.54790  -0.125
C 3.96411 -2.03244 -3.99639  -0.023
C 4.63145 -0.82774 -4.21202  -0.053
C 3.98178 0.39071 -4.01267  -0.023
C 2.65382 0.41398 -3.59147  -0.123
C 1.90668 1.72102 -3.34295  -0.378
C 2.16781 2.76717 -4.42462  -0.069
C 2.20866 2.26236 -1.95247  -0.059
C 2.01523 -0.80287 -3.33051  -0.098
N 0.67056 -0.79186 -2.79977  -0.041
N -0.39764 -0.76548 -3.62222  0.178
N -1.46647 -0.77360 -2.78716  -0.038
C -2.81573 -0.78654 -3.32353  -0.084
C -3.43543 -2.01294 -3.56705  -0.122
C -2.68747 -3.32222 -3.30554  -0.381
C -2.45285 -4.10495 -4.59472  -0.055
C -3.38476 -4.16155 -2.24247  -0.057
C -4.74354 -2.01331 -4.05465  -0.018
C -5.39579 -0.80564 -4.30593  -0.048
C -4.74579 0.41091 -4.09531  -0.022
C -3.43596 0.42897 -3.61206  -0.124
C -2.68205 1.74564 -3.40642  -0.377
C -3.36084 2.62715 -2.36322  -0.065
C -2.46285 2.47571 -4.72869  -0.053
C -1.07864 -0.77980 -1.47119  -0.216
C -2.04545 -0.73712 -0.38854  0.008
C 0.30394 -0.80857 -1.44023  -0.285
C 1.21654 -0.84127 -0.41243  -0.014
H 2.67698 -3.51180 -1.28091  0.073
H 1.95837 -5.01067 -1.90581  0.082
H 3.55908 -4.47677 -2.49258  0.079
H 0.90363 -3.04104 -2.91409  0.112
H 1.16451 -3.53968 -5.30023  0.084
H 2.63498 -4.48551 -4.96329  0.080
H 1.04906 -5.02630 -4.33852  0.077
H 4.46075 -2.99192 -4.15802  0.118
H 5.66996 -0.83789 -4.53781  0.107
H 4.50155 1.33727 -4.17396  0.115
H 0.83945 1.46617 -3.38546  0.112
H 2.00399 2.33533 -5.41761  0.088
H 1.47747 3.61090 -4.30627  0.077
H 3.19647 3.14307 -4.36812  0.075
H 1.94368 1.52176 -1.18865  0.051
H 3.28136 2.47791 -1.85597  0.087
H 1.64362 3.18323 -1.76034  0.074
H -1.70350 -3.04215 -2.91454  0.114
H -1.93337 -3.47534 -5.32630  0.086
H -1.83104 -4.98857 -4.40416  0.080
H -3.40796 -4.42486 -5.03003  0.081
H -3.53640 -3.57414 -1.32929  0.068
H -4.36461 -4.49888 -2.60328  0.082
H -2.77796 -5.03812 -1.98628  0.086
H -5.23836 -2.97340 -4.22769  0.120
H -6.42040 -0.81282 -4.67509  0.110
H -5.24202 1.36371 -4.30039  0.118
H -1.69398 1.47781 -3.01760  0.113
H -3.49563 2.08061 -1.41941  0.058
H -2.75554 3.51868 -2.14974  0.079
H -4.35103 2.94654 -2.71642  0.085
H -1.95432 1.81471 -5.44006  0.089
H -3.42270 2.78107 -5.16299  0.081
H -1.83650 3.36349 -4.58085  0.080
H -1.46187 -0.72796 0.54090  0.069
H -2.66232 0.17978 -0.40998  0.078
H -2.71778 -1.61434 -0.38360  0.087
H 0.77974 -0.84831 0.57683  0.009
H 2.27390 -0.90358 -0.64108  0.041
C 3.70716 -4.05581 6.07620  -0.160
C 4.44828 -2.95042 6.81215  -0.144
N 4.15973 -1.63942 6.25800  -0.050
C 5.17282 -0.62379 6.49869  -0.146
C 5.03596 0.53346 5.52496  -0.161
C 3.62253 1.09663 5.59608  -0.142
C 2.60373 0.01724 5.41892  -0.128
C 2.92894 -1.32626 5.76717  -0.068
C 1.93552 -2.33615 5.57497  -0.131
C 0.72383 -2.01146 5.00758  0.038
C 0.42286 -0.69905 4.53757  -0.188
C -0.75041 -0.48448 3.78346  0.076
C -1.12441 0.70266 3.11396  -0.205
C -2.48125 0.91004 2.72585  0.021
C -2.93080 2.10309 2.20074  -0.138
C -2.01846 3.18827 2.02183  -0.071
N -2.44996 4.39920 1.57332  -0.047
C -3.80070 4.60266 1.07717  -0.141
C -4.81581 3.72681 1.79690  -0.154
C -4.37832 2.26720 1.86856  -0.143
C -1.53768 5.51688 1.38655  -0.144
C -0.37940 5.45101 2.36685  -0.160
C 0.32801 4.10891 2.23579  -0.139
C -0.64480 2.97952 2.33539  -0.127
C -0.21719 1.74340 2.76934  0.029
C 1.36089 0.31398 4.90105  0.036
C 2.21881 -3.75665 5.93650  -0.144
H 4.13821 -4.17359 5.07525  0.125
H 3.83932 -4.99632 6.61578  0.121
H 4.18408 -2.99269 7.88686  0.142
H 5.53252 -3.10516 6.73267  0.127
H 5.10603 -0.23682 7.53415  0.142
H 6.15399 -1.10516 6.39154  0.128
H 5.76711 1.30719 5.76855  0.122
H 5.23670 0.18043 4.50584  0.130
H 3.47337 1.59434 6.56734  0.134
H 3.49143 1.86122 4.82213  0.121
H -0.02380 -2.79435 4.87994  0.133
H -1.46773 -1.30462 3.75883  0.131
H -3.19870 0.10370 2.88548  0.135
H -4.04369 5.66314 1.23442  0.127
H -3.85481 4.41315 -0.01363  0.123
H -4.95434 4.10669 2.81658  0.125
H -5.77715 3.79526 1.28061  0.121
H -4.60675 1.75565 0.91728  0.120
H -4.97337 1.75645 2.63633  0.125
H -1.13852 5.53439 0.35338  0.140
H -2.11318 6.44084 1.53188  0.127
H 0.31600 6.27012 2.17268  0.122
H -0.76067 5.55991 3.38988  0.128
H 0.86517 4.05884 1.27509  0.130
H 1.08351 4.01622 3.02555  0.121
H 0.85465 1.58694 2.86481  0.120
H 1.11772 1.36547 4.77127  0.118
H 1.79476 -4.40551 5.16112  0.125
H 1.69855 -4.01299 6.87175  0.132

## Properties
Charge: +1
HOMO energy, eV: -7.681
Multiplicity: 1
Kohn-Sham gap, eV: 3.71
Max |F|, eV Å⁻¹: 2.675